Record 1
{
  "formula": "C7H10N3",
  "method": "ωB97M-V/def2-TZVPD",
  "symbols": ["N", "N", "N", "C", "C", "C", "C", "C", "C", "C", "H", "H", "H", "H", "H", "H", "H", "H", "H", "H"],
  "xyz": [[3.301074, -0.039818, 0.322710], [-1.943910, -0.266542, 0.563812], [2.324055, -1.047204, 0.287579], [1.296748, 0.890510, -0.288918], [2.815407, 1.081495, -0.033944], [0.107292, -1.489437, -0.223220], [-1.340003, -1.140951, -0.470532], [1.103724, -0.604458, -0.127897], [0.419904, 1.845317, -0.125009], [-2.032300, 1.168468, 0.157163], [0.335075, -2.511198, -0.239320], [2.551002, -2.061333, 0.235531], [-1.266572, -0.288202, 1.243500], [3.125902, 2.079884, -0.019051], [-2.753246, -0.688499, 0.943997], [-1.631665, -0.803449, -1.475361], [-2.658519, 1.841548, 0.734328], [0.394007, 2.949722, -0.329731], [-1.893568, -2.087124, -0.301761], [-2.254407, 1.171262, -0.853875]],
  "forces_ev_per_a": [[0.56, -0.62, -0.16], [0.30, 2.05, -1.62], [1.32, 0.28, -0.31], [0.19, -1.02, 1.31], [-3.38, -2.11, -0.42], [-1.79, 2.17, -0.87], [-0.39, -2.33, -0.78], [0.58, 0.63, 0.35], [-2.67, 0.86, -0.82], [2.13, 0.09, 0.32], [0.27, -1.30, 0.33], [0.42, 1.57, 0.24], [1.89, -0.12, 2.71], [1.53, 0.83, 0.17], [-1.55, -0.20, 0.39], [0.27, 0.24, 0.36], [0.39, -0.28, 0.48], [0.00, -1.39, 0.65], [0.33, 0.34, -0.50], [-0.40, 0.32, -1.85]],
  "homo_lumo_gap_ev": [7.18, 7.30],
  "charge": 1,
  "e_tot_ha": -436.51250,
  "homo_energy_ev": [-12.00, -11.98],
  "relative_energy_kcal_mol": 159.2
}

Record 2
{
  "formula": "C39H38N7O5Rb",
  "method": "ωB97M-V/def2-TZVPD",
  "symbols": ["Rb", "O", "O", "O", "O", "O", "N", "N", "N", "N", "N", "N", "N", "C", "C", "C", "C", "C", "C", "C", "C", "C", "C", "C", "C", "C", "C", "C", "C", "C", "C", "C", "C", "C", "C", "C", "C", "C", "C", "C", "C", "C", "C", "C", "C", "C", "C", "C", "C", "C", "C", "C", "H", "H", "H", "H", "H", "H", "H", "H", "H", "H", "H", "H", "H", "H", "H", "H", "H", "H", "H", "H", "H", "H", "H", "H", "H", "H", "H", "H", "H", "H", "H", "H", "H", "H", "H", "H", "H", "H"],
  "xyz": [[-0.099161, -0.474676, -1.055123], [-1.064661, -1.784776, -3.869723], [-3.570961, -1.439576, -0.173923], [4.061739, 7.104824, -1.805623], [1.987239, 7.857224, -1.406023], [-4.605661, -4.539976, -3.563623], [2.830239, 0.757724, -1.784523], [1.299539, 2.928324, -1.681123], [-1.287961, 2.359024, -1.217923], [1.425639, -2.752276, -0.113023], [-2.348761, -1.537076, -2.030023], [1.152839, -0.615476, 1.854477], [-2.808861, -3.194176, -3.645723], [2.611039, 3.138424, -1.750923], [3.535939, -0.354976, -1.774523], [0.442639, -2.419876, 4.865677], [-3.277761, -2.025376, -1.211923], [2.846239, 6.990124, -1.608423], [2.117139, -1.463876, 1.854677], [3.030239, -4.350676, -0.102123], [-3.603961, 2.903724, -1.323123], [0.291339, 2.103424, 4.908677], [2.293639, -2.502776, 0.917577], [3.150539, 4.427424, -1.746823], [-0.177361, 0.803224, 4.965677], [0.102239, -0.105176, 3.959277], [-2.557461, 2.008024, -1.145923], [-0.972261, 3.626024, -1.480223], [-3.864961, -3.742576, -3.010623], [-3.397961, -4.397776, 0.727777], [-3.988861, -3.354376, -1.549123], [-3.292761, 4.226524, -1.592123], [2.044539, 2.119724, 1.554577], [3.459239, 1.931824, -1.813223], [1.301539, 1.629024, 2.765677], [1.869639, -3.848376, -0.711623], [-5.469661, -3.255776, -1.160023], [-6.140761, -2.080976, -1.862323], [2.297539, 5.513724, -1.622623], [-1.998361, -2.115576, -3.158123], [-1.963261, 4.597024, -1.673623], [1.004039, 2.508624, 3.793177], [0.466139, 3.957124, -1.566323], [3.309839, -3.485376, 0.939677], [4.923639, -0.376476, -1.793223], [-3.263261, -4.493176, -0.786823], [3.553139, 1.925824, 1.700877], [0.897639, 0.282824, 2.862477], [4.856439, 2.006224, -1.856123], [0.936339, 5.271424, -1.510023], [5.591839, 0.836824, -1.838623], [-0.457461, -1.499076, 4.041977], [1.342039, 3.534524, 3.714877], [6.675639, 0.876824, -1.848723], [-0.766661, 0.485524, 5.818677], [5.465739, -1.310276, -1.761523], [-7.196161, -2.023176, -1.595723], [-5.972161, -4.187176, -1.429423], [0.636039, -1.980576, 5.845077], [-6.058261, -2.183476, -2.943223], [0.296639, 6.128224, -1.365723], [-5.540161, -3.102076, -0.084623], [1.389839, -2.563276, 4.350977], [1.694439, 1.575624, 0.673977], [0.084939, 2.795724, 5.715677], [-2.754361, 0.963624, -0.945023], [3.916939, 2.441424, 2.589077], [-2.616361, -3.482076, -4.599623], [-3.667361, -5.452476, -1.131123], [1.835639, 3.184824, 1.416777], [-0.035161, -3.389276, 5.001877], [-5.656061, -1.155776, -1.559023], [-2.681961, -5.061476, 1.210377], [-4.076161, 4.963524, -1.733123], [-0.564861, -1.903076, 3.032277], [2.972039, -1.276776, -1.725023], [-1.445761, -1.452276, 4.509577], [-4.629061, 2.572124, -1.262223], [4.073839, 2.325624, 0.834577], [-1.699861, 5.619124, -1.897423], [-4.398661, -4.683476, 1.048177], [1.350239, -4.259376, -1.568623], [3.786739, 0.867324, 1.787377], [4.134139, -3.549576, 1.635977], [2.883239, -1.440676, 2.649877], [5.364239, 2.957724, -1.883423], [3.572439, -5.237376, -0.389623], [-2.201461, -4.454776, -1.046423], [-3.199461, -3.378876, 1.051677], [4.207539, 4.631624, -1.834523]],
  "forces_ev_per_a": [[0.80, 0.62, 0.24], [0.40, 0.13, -0.20], [-0.25, 0.01, 0.36], [0.64, -0.11, -0.10], [-0.50, 0.39, 0.10], [-0.12, -0.13, 0.06], [-0.37, 0.16, 0.07], [-0.11, -0.27, 0.00], [0.38, -0.08, 0.05], [-0.33, 0.41, 0.15], [0.01, 0.57, 0.44], [-0.04, -0.59, -0.92], [0.45, 0.17, -0.43], [-0.35, 0.81, -0.04], [0.41, -0.34, 0.05], [-0.20, 0.03, -0.12], [-0.33, -0.28, -0.21], [-0.29, -0.69, 0.01], [-0.13, 0.68, 0.69], [0.13, -0.34, -0.27], [-0.01, 0.06, -0.04], [-0.03, 0.05, 0.08], [0.22, -0.72, -0.61], [-0.20, -0.06, 0.01], [0.07, 0.14, 0.16], [0.02, -0.17, -0.25], [-0.49, 0.09, -0.03], [-0.56, 0.21, -0.04], [-0.07, 0.10, 0.02], [0.08, 0.00, -0.06], [-0.30, -0.08, 0.25], [0.00, -0.08, 0.07], [0.11, -0.10, 0.13], [0.50, -0.33, -0.06], [-0.05, -0.12, -0.24], [0.04, -0.25, -0.24], [0.07, 0.13, -0.14], [-0.01, -0.12, 0.08], [0.12, 0.36, 0.01], [-0.50, -0.83, -0.89], [0.16, -0.12, 0.01], [0.02, 0.06, 0.15], [0.80, 0.34, 0.03], [0.05, 0.34, 0.38], [0.18, 0.04, -0.01], [0.02, -0.06, 0.20], [-0.15, 0.05, -0.09], [-0.03, 0.64, 0.87], [-0.18, 0.03, 0.00], [0.05, -0.18, -0.01], [-0.06, -0.10, -0.01], [0.13, 0.01, 0.04], [0.01, 0.08, -0.05], [-0.04, -0.02, -0.01], [-0.08, -0.07, 0.00], [-0.06, -0.09, 0.01], [-0.07, 0.04, -0.05], [0.07, -0.05, 0.06], [0.05, -0.03, 0.05], [-0.08, 0.02, -0.12], [-0.07, 0.07, -0.02], [0.04, -0.07, 0.01], [0.13, -0.07, 0.04], [0.02, 0.15, -0.03], [-0.03, 0.04, -0.02], [-0.14, -0.18, 0.06], [0.06, 0.00, 0.09], [-0.06, 0.03, 0.27], [0.08, 0.11, -0.09], [-0.07, -0.08, -0.11], [0.06, -0.15, 0.04], [-0.06, 0.12, -0.02], [0.02, -0.07, 0.03], [0.04, -0.03, -0.02], [-0.10, 0.00, 0.08], [-0.02, -0.20, 0.02], [0.00, -0.02, -0.09], [-0.07, -0.09, 0.04], [0.12, 0.03, -0.08], [0.08, 0.04, -0.01], [-0.05, 0.02, 0.09], [-0.01, -0.01, -0.03], [0.11, -0.13, 0.03], [-0.01, 0.04, 0.07], [-0.14, 0.08, 0.02], [-0.03, 0.07, 0.01], [0.08, -0.05, -0.02], [-0.02, -0.07, -0.09], [-0.02, 0.01, 0.15], [0.02, 0.03, 0.01]],
  "homo_lumo_gap_ev": 6.63,
  "charge": -2,
  "e_tot_ha": -2292.79595,
  "homo_energy_ev": -2.84,
  "relative_energy_kcal_mol": 0.0
}

Record 3
{
  "formula": "CHO2Pb",
  "method": "ωB97M-V/def2-TZVPD",
  "symbols": ["Pb", "O", "O", "C", "H"],
  "xyz": [[-1.672809, -0.010387, -0.803930], [1.274997, -0.166073, 0.960923], [0.382510, 0.468404, -0.751184], [0.112740, -0.160887, 0.426114], [1.716243, 0.425931, -0.062690]],
  "forces_ev_per_a": [[-2.86, -0.15, -1.11], [-0.03, 0.47, -0.95], [-1.54, -0.08, -0.49], [5.21, 1.42, -0.54], [-0.78, -1.65, 3.09]],
  "homo_lumo_gap_ev": 9.31,
  "charge": 1,
  "e_tot_ha": -381.65054,
  "homo_energy_ev": -16.05,
  "relative_energy_kcal_mol": 75.6
}

Record 4
{
  "formula": "C4H10ClNSi2",
  "method": "ωB97M-V/def2-TZVPD",
  "symbols": ["Cl", "Si", "Si", "N", "C", "C", "C", "C", "H", "H", "H", "H", "H", "H", "H", "H", "H", "H"],
  "xyz": [[1.864355, -0.466937, -2.543080], [1.997237, 1.469519, -2.286620], [0.475813, -0.209441, 1.210365], [1.718753, 0.309619, 0.373956], [0.398201, -1.945647, 1.993049], [-0.890929, 1.523604, -1.692574], [0.204370, 2.205862, -2.011807], [-0.673280, -2.679388, 1.726660], [-1.843005, 1.933718, -1.638373], [-0.705169, 0.428184, -1.439540], [1.250331, -2.514235, 2.358724], [0.220989, 3.304893, -1.982720], [2.566509, -0.267182, 0.198309], [2.340098, 2.433472, -3.311251], [-1.664957, -2.259425, 1.428723], [-0.654108, -3.779859, 1.783161], [2.943390, 1.698549, -1.215210], [-0.760800, 0.300623, 1.483851]],
  "forces_ev_per_a": [[-0.04, -2.21, -0.70], [-2.03, 3.36, 1.14], [-3.68, -4.84, 4.96], [6.04, 1.71, -3.36], [1.06, 0.99, -1.21], [2.64, -2.19, 0.07], [1.50, -0.10, 0.92], [-1.82, -0.89, -0.04], [-1.62, 0.61, 0.40], [-0.91, 1.24, -0.70], [0.23, 0.23, -0.17], [-0.35, -0.29, -0.61], [-0.97, 0.59, 0.14], [0.60, -0.31, -1.07], [1.04, -0.21, -0.10], [-0.11, 0.53, 0.47], [0.37, 0.16, 0.14], [-1.95, 1.63, -0.28]],
  "homo_lumo_gap_ev": [6.03, 6.83],
  "e_tot_ha": -1252.11297,
  "homo_energy_ev": [-5.50, -9.92],
  "spin_multiplicity": 3,
  "relative_energy_kcal_mol": 27.7
}